C3H10NS | ωB97M-V with the def2-TZVPD basis set

Output
net charge = +1
HOMO level = -14.652 eV
energy above the lowest of the compared OMol25 structures with the same formula, charge and spin = 1.1353 eV
multiplicity = 1

Structure (XYZ):
```
15
Properties=species:S:1:pos:R:3:forces:R:3
C 0.1186 1.3555 -0.3830 1.5 -1.1 -1.0
N 1.5606 1.3093 -0.5076 -0.9 0.9 0.3
H -0.1536 1.8928 0.5146 -0.6 -0.2 0.0
H -0.3355 1.6771 -1.3127 -0.4 0.4 0.3
H 1.9545 1.9618 0.1767 0.1 -0.5 -0.3
H 1.8180 1.6381 -1.4311 0.3 -0.2 0.1
C -1.3938 -0.2804 1.3795 2.0 -0.1 -1.3
S -0.6198 -0.4612 -0.3222 0.7 0.8 1.1
C 0.8782 -1.5038 -0.0498 -1.0 0.1 -0.4
H -1.8478 -1.2478 1.5438 -0.8 0.4 0.4
H -1.8983 0.6765 1.2963 -1.0 -0.5 0.1
H -0.5706 -0.0913 2.0674 0.1 -0.3 0.1
H 1.7141 -1.1380 -0.6349 0.0 0.6 0.2
H 1.0405 -1.5165 1.0207 0.4 -0.2 0.0
H 0.6399 -2.4699 -0.4904 -0.2 -0.2 0.4
```
Positions in Å, forces in eV/Å.

How is the electron density shared among the atoms? According to Löwdin, the charges in e are:
1 C -0.33
2 N -0.02
3 H 0.09
4 H 0.09
5 H 0.10
6 H 0.10
7 C -0.21
8 S 1.06
9 C -0.23
10 H 0.06
11 H 0.06
12 H 0.06
13 H 0.05
14 H 0.06
15 H 0.06

---

C10H14CoN2P | ωB97M-V with the def2-TZVPD basis set

Output
expectation value of S² = 3.7890
net charge = -1
HOMO level (alpha / beta) = -0.403 / -3.085 eV
energy above the lowest of the compared OMol25 structures with the same formula, charge and spin = 0.3974 eV
multiplicity = 4

Structure (XYZ):
```
28
Properties=species:S:1:pos:R:3:forces:R:3
C -0.8701 2.5811 -0.6381 -0.4 0.8 2.9
C 0.4969 2.9251 -0.3039 -1.5 -0.1 -0.2
C 0.7558 2.7287 1.0684 -0.8 -0.9 -0.4
C -0.4460 2.2384 1.6600 0.2 -0.6 0.3
C -1.4549 2.0510 0.6830 0.3 1.8 -2.1
Co -0.9176 0.4232 -0.7553 0.7 0.6 1.3
P -0.8410 0.7506 -2.8772 0.3 -0.5 0.3
H -1.4855 3.0674 -1.4440 0.8 -0.7 0.8
H 1.1538 3.3706 -1.0217 0.5 0.1 -0.2
H 1.7686 2.6472 1.4966 -0.7 0.5 0.0
H -2.5518 1.8949 0.7962 1.0 0.1 0.2
H -0.5362 1.8800 2.6955 0.1 0.2 -0.5
H 0.1623 -0.1589 -3.4362 -1.2 0.7 -0.7
H -0.6922 2.0662 -3.4901 -0.2 -1.2 0.0
H -2.2281 0.3222 -3.0674 1.1 0.2 -1.2
N 1.2661 -0.5521 2.1210 0.6 1.1 1.0
C 0.8418 -1.4595 1.2035 -0.6 -1.8 -0.5
C 1.1321 -2.8352 1.3967 0.0 1.6 0.5
C 0.7058 -3.7485 0.4084 -0.5 -0.7 -1.3
C -0.0447 -3.3122 -0.6949 -0.2 0.0 0.3
C -0.4149 -1.9800 -0.7414 0.2 -0.8 -0.1
N 0.0838 -1.0624 0.1642 0.7 1.3 0.8
H 1.2066 0.4629 2.0165 -0.3 -0.8 -0.4
H 1.7894 -0.8830 2.9279 -0.3 0.1 -0.7
H 1.6385 -3.1397 2.3088 0.0 0.0 -0.2
H 0.9269 -4.7993 0.4986 0.2 -0.2 0.0
H -0.3743 -3.9750 -1.4989 0.1 0.0 0.4
H -1.0710 -1.5038 -1.4762 0.0 -0.8 -0.3
```
Positions in Å, forces in eV/Å.

How is the electron density shared among the atoms? According to Löwdin, the charges in e are:
1 C -0.34
2 C -0.20
3 C -0.20
4 C -0.23
5 C -0.23
6 Co 0.15
7 P 0.69
8 H 0.07
9 H 0.06
10 H 0.08
11 H 0.07
12 H 0.08
13 H -0.09
14 H -0.09
15 H -0.09
16 N 0.12
17 C -0.42
18 C -0.12
19 C -0.19
20 C -0.17
21 C -0.27
22 N -0.03
23 H 0.05
24 H 0.09
25 H 0.06
26 H 0.06
27 H 0.08
28 H 0.01

---

C41H41N12O2Rb | ωB97M-V with the def2-TZVPD basis set

Output
net charge = -2
HOMO level = -0.985 eV
energy above the lowest of the compared OMol25 structures with the same formula, charge and spin = 1.1100 eV
multiplicity = 1

Structure (XYZ):
```
97
Properties=species:S:1:pos:R:3:forces:R:3
Rb 0.0705 0.1797 -0.5942 0.1 -0.1 -0.6
O -1.1380 2.6051 -5.0280 -0.1 0.1 -0.1
C -0.8407 1.7921 -4.1243 -0.1 -0.1 0.1
N 0.2904 1.4970 -3.5247 -0.1 -0.1 0.2
C 1.4954 1.9984 -4.0139 0.1 0.0 0.0
C 1.6811 2.3813 -5.3476 0.1 0.1 -0.1
C 2.9176 2.7844 -5.8313 0.0 0.0 0.0
C 4.0090 2.8350 -4.9744 0.0 0.0 0.0
C 3.8454 2.4679 -3.6472 0.1 0.0 -0.1
C 2.6178 2.0313 -3.1504 -0.2 0.1 0.0
N 2.5114 1.5265 -1.8525 0.0 -0.3 0.2
C 3.1392 2.1192 -0.8655 0.0 -0.1 0.2
O 3.6899 3.2329 -0.7581 0.1 0.2 0.0
C 3.2917 1.2240 0.3585 0.0 0.0 0.0
C 4.1120 0.0971 0.2398 0.0 0.0 0.0
C 4.4417 -0.6236 1.3677 0.0 0.0 0.0
C 3.9205 -0.2202 2.5902 0.0 0.0 0.0
C 3.0664 0.8674 2.6014 0.0 -0.1 0.1
N 2.7469 1.5819 1.5249 0.1 0.1 -0.1
C -1.9734 0.8944 -3.6670 0.0 0.0 -0.1
C -2.4390 -0.0546 -4.5827 0.0 0.1 0.0
C -3.4362 -0.9236 -4.2124 -0.1 -0.1 0.0
C -3.9817 -0.8060 -2.9399 0.0 0.0 0.0
C -3.4741 0.1711 -2.1089 -0.1 0.0 0.0
N -2.4880 1.0095 -2.4440 0.1 -0.1 0.2
H 0.8179 2.3834 -5.9960 0.0 0.0 0.0
H 3.0205 3.0733 -6.8720 0.0 0.0 0.0
H 4.9798 3.1671 -5.3301 0.0 0.0 0.0
H 4.6778 2.5208 -2.9578 0.0 0.0 0.0
H 4.4668 -0.1783 -0.7434 0.0 0.0 0.0
H 5.0865 -1.4931 1.3010 0.0 0.0 0.0
H 4.1319 -0.7621 3.5038 0.0 0.0 0.0
H 2.5950 1.1738 3.5281 0.0 0.0 0.1
H -1.9785 -0.0988 -5.5594 0.0 0.0 0.0
H -3.7768 -1.7014 -4.8851 0.0 0.0 0.0
H -4.7428 -1.4880 -2.5955 -0.1 -0.1 0.0
H -3.8633 0.2816 -1.1004 0.0 0.0 0.1
N -2.8870 2.7562 2.8460 0.1 -0.3 0.0
C -1.8790 2.6167 1.9660 -0.2 -0.3 0.1
N -1.5940 1.3421 1.8221 0.1 0.4 -0.1
C -2.4713 0.7227 2.6498 -0.1 0.0 0.0
N -3.2785 1.5425 3.3034 0.0 0.0 -0.1
C -2.4871 -0.7530 2.7756 0.2 0.0 -0.2
C -3.2502 -1.4071 3.7353 0.1 0.0 -0.2
N -3.2099 -2.7290 3.8601 0.1 -0.3 -0.1
C -2.4212 -3.3910 3.0106 -0.2 0.1 0.1
C -1.6692 -2.7452 2.0335 -0.1 0.1 0.2
N -1.6934 -1.4240 1.9298 -0.2 0.3 0.2
H -3.3549 3.5933 3.1531 0.1 -0.1 0.0
H -1.4006 3.4380 1.4644 0.1 0.1 -0.1
H -3.8917 -0.8503 4.4052 0.0 0.0 0.0
H -2.3908 -4.4704 3.0987 0.0 0.0 0.0
H -1.0541 -3.2857 1.3295 0.1 0.0 0.0
N 0.7490 -0.9958 3.8881 -0.1 0.0 0.0
C 1.4128 -2.1675 3.6205 -0.1 0.1 0.1
C 1.9606 -2.9524 4.6454 0.0 0.0 0.0
C 2.6630 -4.0828 4.2926 0.0 0.0 0.0
C 2.8006 -4.4145 2.9492 0.0 0.0 0.0
C 2.2092 -3.5786 2.0171 0.1 0.0 0.0
N 1.5330 -2.4805 2.3335 -0.1 0.0 0.0
H 0.3469 -0.8784 4.8029 0.0 0.0 -0.1
H 0.1874 -0.6676 3.1125 0.1 0.1 0.1
H 1.8359 -2.6646 5.6802 0.0 0.0 0.1
H 3.1024 -4.7064 5.0617 0.0 0.0 0.0
H 3.3414 -5.2944 2.6323 0.0 0.0 0.0
H 2.2744 -3.7900 0.9583 0.0 0.0 -0.1
C -3.2463 -6.5934 -3.1384 0.0 0.0 0.0
C -2.9135 -5.3284 -2.3815 0.0 -0.1 0.0
C -3.8813 -4.7468 -1.5681 0.0 0.0 0.0
C -3.5370 -3.5817 -0.8668 -0.1 0.0 0.0
C -4.5858 -2.8889 -0.0294 0.0 0.0 0.1
C -2.2832 -3.0442 -0.9977 0.1 0.0 0.0
C -1.2455 -3.5638 -1.8636 -0.1 -0.1 0.0
C -1.6509 -4.7833 -2.5246 0.1 0.1 0.1
N -0.1328 -2.8553 -1.9223 0.0 0.1 0.1
C 1.0517 -3.1013 -2.7378 0.0 0.0 0.0
C 2.2226 -3.3435 -1.7735 0.0 0.0 0.0
C 1.3374 -1.8151 -3.5266 -0.1 -0.1 0.2
C 1.0605 -4.2548 -3.7557 0.0 0.0 0.0
H -4.2835 -6.8884 -2.9721 0.0 0.0 0.0
H -2.6061 -7.4226 -2.8250 0.0 0.0 0.0
H -3.1004 -6.4613 -4.2132 0.0 0.0 0.0
H -4.8704 -5.1802 -1.4774 -0.1 0.0 0.0
H -5.4630 -3.5254 0.1004 0.0 0.0 0.0
H -4.9167 -1.9589 -0.4956 0.0 0.0 0.0
H -4.2156 -2.6254 0.9626 0.0 0.0 0.1
H -2.0273 -2.1329 -0.4722 -0.1 0.1 0.0
H -0.9761 -5.3019 -3.1800 0.1 -0.1 -0.1
H 2.2953 -2.5173 -1.0643 0.0 0.0 0.0
H 3.1721 -3.4245 -2.3072 0.1 0.0 0.0
H 2.0540 -4.2682 -1.2163 0.0 -0.1 0.0
H 1.4356 -0.9632 -2.8584 0.1 0.1 0.0
H 0.5090 -1.5947 -4.1994 -0.1 0.0 -0.1
H 2.2573 -1.8907 -4.1095 0.1 0.0 0.0
H 0.9998 -5.2312 -3.2759 0.0 -0.1 0.0
H 2.0003 -4.2158 -4.3136 0.0 0.0 0.0
H 0.2450 -4.1590 -4.4703 -0.1 0.0 0.0
```
Positions in Å, forces in eV/Å.

How is the electron density shared among the atoms? According to Löwdin, the charges in e are:
1 Rb 0.59
2 O -0.05
3 C -0.55
4 N 0.09
5 C -0.22
6 C -0.05
7 C -0.15
8 C -0.15
9 C -0.06
10 C -0.23
11 N 0.05
12 C -0.59
13 O -0.04
14 C -0.23
15 C -0.02
16 C -0.09
17 C -0.11
18 C -0.18
19 N 0.12
20 C -0.21
21 C -0.02
22 C -0.07
23 C -0.09
24 C -0.18
25 N 0.09
26 H 0.09
27 H 0.07
28 H 0.07
29 H 0.10
30 H 0.12
31 H 0.10
32 H 0.09
33 H 0.09
34 H 0.12
35 H 0.10
36 H 0.08
37 H 0.09
38 N 0.01
39 C -0.13
40 N 0.10
41 C -0.33
42 N 0.11
43 C -0.22
44 C -0.10
45 N 0.08
46 C -0.11
47 C -0.12
48 N 0.12
49 H 0.15
50 H 0.14
51 H 0.10
52 H 0.11
53 H 0.11
54 N 0.15
55 C -0.41
56 C -0.04
57 C -0.10
58 C -0.09
59 C -0.13
60 N 0.14
61 H 0.10
62 H 0.07
63 H 0.10
64 H 0.10
65 H 0.09
66 H 0.09
67 C -0.08
68 C -0.33
69 C -0.09
70 C -0.32
71 C -0.05
72 C -0.06
73 C -0.30
74 C -0.02
75 N 0.04
76 C -0.64
77 C -0.07
78 C -0.06
79 C -0.08
80 H 0.06
81 H 0.07
82 H 0.07
83 H 0.08
84 H 0.07
85 H 0.05
86 H 0.05
87 H 0.06
88 H 0.06
89 H 0.06
90 H 0.07
91 H 0.07
92 H 0.03
93 H 0.08
94 H 0.08
95 H 0.06
96 H 0.07
97 H 0.08

---

C9H13N3O3 | ωB97M-V with the def2-TZVPD basis set

Output
expectation value of S² = 2.0411
net charge = 0
HOMO level (alpha / beta) = -6.729 / -8.708 eV
energy above the lowest of the compared OMol25 structures with the same formula, charge and spin = 0.0000 eV
multiplicity = 3

Structure (XYZ):
```
28
Properties=species:S:1:pos:R:3:forces:R:3
C 0.9170 -2.2256 -1.3123 2.6 -3.2 -1.0
C 1.8080 -1.1782 -1.2281 3.6 -1.1 -0.7
C -0.3983 -2.0658 -1.0952 -2.9 -1.5 0.7
C 1.4188 0.0722 -0.9199 -0.9 2.5 2.1
C -0.8840 -0.8275 -0.7585 -0.5 2.0 -0.2
C 0.0159 0.2944 -0.6317 0.3 -0.4 -0.5
C 0.1962 1.1915 -4.6151 0.7 -0.3 -0.1
C -1.8381 1.8840 0.0115 -1.7 0.7 -0.2
C -0.4051 1.5830 -0.2059 -2.5 -3.3 -1.3
N 1.7253 -1.3236 2.0034 2.3 -1.6 -1.5
N 0.3666 -1.0117 2.1325 0.3 0.1 -0.9
N 0.0592 0.2746 2.3255 -0.1 1.3 -0.3
O 1.3166 1.4500 -4.7648 -0.1 0.2 0.1
O -0.9074 0.8822 -4.4896 -0.6 0.1 0.1
O -1.2847 0.2228 2.7784 -0.3 1.9 -0.6
H 1.3644 -3.2782 -1.5365 -1.0 2.0 0.4
H 2.9298 -1.4553 -1.3572 -2.0 0.8 0.2
H -1.0793 -2.9856 -1.0739 0.9 1.5 -0.3
H 2.1058 0.9192 -0.5460 -0.8 -1.5 -1.2
H -1.9733 -0.6171 -0.6681 1.0 -0.5 0.1
H -2.4266 2.3328 -0.9020 1.3 -0.8 1.4
H -2.4737 1.0317 0.3806 0.8 0.7 -0.4
H -1.8607 2.6577 0.7920 -0.4 0.1 -0.2
H 0.2198 2.3688 -0.3163 2.1 2.3 0.0
H 2.3766 -0.5279 2.0905 -1.1 -0.3 0.2
H 2.0799 -1.9060 1.0928 -2.2 2.2 2.7
H -0.1476 -1.4744 2.8452 0.1 -1.6 0.8
H -1.6588 1.1439 2.5497 1.1 -2.1 0.6
```
Positions in Å, forces in eV/Å.

How is the electron density shared among the atoms? According to Löwdin, the charges in e are:
1 C -0.16
2 C -0.18
3 C -0.13
4 C -0.07
5 C -0.04
6 C -0.25
7 C -0.42
8 C -0.13
9 C -0.11
10 N 0.00
11 N -0.16
12 N -0.05
13 O 0.20
14 O 0.21
15 O -0.11
16 H 0.14
17 H 0.14
18 H 0.14
19 H 0.14
20 H 0.11
21 H 0.12
22 H 0.07
23 H 0.07
24 H 0.06
25 H 0.08
26 H 0.13
27 H 0.11
28 H 0.11

---

C24H44AuBNP2 | ωB97M-V with the def2-TZVPD basis set

Output
expectation value of S² = 2.0189
net charge = +1
HOMO level (alpha / beta) = -10.352 / -10.354 eV
energy above the lowest of the compared OMol25 structures with the same formula, charge and spin = 0.8883 eV
multiplicity = 3

Structure (XYZ):
```
73
Properties=species:S:1:pos:R:3:forces:R:3
Au 1.9869 -1.9465 -2.2400 -0.9 0.9 -0.1
C -0.8784 -0.9102 0.4219 0.9 0.5 0.9
C -0.4711 -1.9049 -0.4510 0.8 -0.5 0.6
C 1.3788 -1.1416 0.7290 0.8 -0.6 -0.7
C 0.2636 -0.4277 1.1345 -1.8 0.2 -0.3
C 1.0044 -2.1871 -0.2908 0.0 0.4 -0.5
C -2.2626 -0.5977 0.8673 -0.6 0.1 0.0
H -3.0348 -0.6557 0.0854 0.4 -0.2 0.2
H -2.3135 0.4157 1.2721 0.0 -0.3 0.0
H -2.5427 -1.2855 1.6919 0.1 0.2 -0.4
C 0.1898 0.5638 2.2285 -0.1 0.1 0.5
H -0.8460 0.7272 2.5550 0.4 -0.1 -0.1
H 0.6073 1.5314 1.9239 0.1 -0.2 0.1
H 0.7606 0.2122 3.1004 0.0 0.3 -0.3
C 2.7033 -0.9572 1.3361 0.1 -0.6 0.0
H 2.6164 -1.0728 2.4314 0.1 0.2 -0.3
H 3.0910 0.0513 1.1367 -0.1 -0.1 0.1
H 3.3877 -1.7124 0.9509 0.2 0.1 0.1
C 1.3168 -3.6377 0.1654 0.0 -0.2 0.0
H 0.8504 -3.8829 1.1479 0.2 0.2 -0.6
H 2.4016 -3.8021 0.2407 -0.4 0.2 0.1
H 0.9673 -4.3731 -0.5780 0.0 0.3 0.3
C -1.4624 -2.8037 -1.0466 -0.5 -0.6 -0.5
H -1.9780 -3.2644 -0.1685 0.0 0.1 -0.8
H -1.0326 -3.5886 -1.6843 -0.1 0.2 0.3
H -2.2140 -2.2635 -1.6538 0.2 -0.2 0.4
C -1.6806 2.9563 -1.2576 -0.5 0.3 0.9
C -2.5285 1.9421 -1.0340 0.0 0.0 0.1
C -2.8412 0.9287 -2.1247 0.8 -1.0 0.5
C -2.7961 1.4642 -3.6009 -1.1 0.2 -0.1
C -1.6930 0.7623 -4.3166 -1.6 -0.4 1.9
C -0.3400 0.8280 -3.7354 0.8 -0.9 -0.4
C 0.2563 1.8839 -2.7462 0.4 -0.2 0.0
C -0.6204 3.0709 -2.3287 0.3 0.8 -0.3
H -3.7557 0.3521 -1.8791 0.0 0.8 -0.4
H -2.6700 2.5690 -3.6524 -0.4 -0.8 0.2
H -2.1114 0.0938 -2.0883 0.1 0.3 0.1
H -0.9927 3.4845 -3.2683 -0.3 0.4 0.2
H -1.7285 3.8563 -0.5910 0.4 -1.2 -0.2
H -2.9963 1.7712 -0.0203 0.1 0.8 -1.6
H 0.0509 3.8471 -1.9247 0.0 -0.5 -0.3
H 0.6790 1.3695 -1.8586 -0.6 0.1 -0.5
H 0.0289 -0.1834 -3.4232 -0.1 0.6 -0.6
H 1.2043 2.3191 -3.1669 -0.8 -0.4 0.1
H -3.7501 1.1700 -4.0645 0.2 0.5 0.0
H -1.9876 -0.2034 -4.7597 0.3 0.3 0.2
P -0.0113 1.1523 -5.5426 1.2 0.8 0.4
C -0.0998 2.9491 -5.7716 0.0 0.4 -0.2
C -0.8765 0.5351 -7.0255 -0.4 -0.3 -0.2
P 2.2220 -1.1105 -4.9786 0.4 0.2 -1.2
C 1.6873 0.5383 -5.7627 0.5 0.7 -0.4
C 1.4549 -2.1365 -6.3188 -0.3 -0.1 0.4
C 3.8726 -1.0737 -5.8217 -0.1 0.4 0.4
H 0.6825 3.5123 -5.2211 -0.5 -0.5 -0.3
H -1.1018 3.2959 -5.4395 0.6 -0.2 -0.2
H -0.0160 3.1525 -6.8611 0.0 0.0 0.7
H -0.4291 1.0533 -7.9028 -0.1 -0.4 0.6
H -1.9520 0.7963 -6.9761 0.7 -0.2 -0.1
H -0.7484 -0.5554 -7.1441 -0.2 0.5 0.0
H 3.6826 -0.7903 -6.8623 0.2 -0.1 0.2
H 4.3346 -2.0601 -5.7951 0.1 0.1 0.1
H 4.5225 -0.3183 -5.3627 0.0 -0.3 -0.1
H 2.3665 1.3541 -5.4441 -0.2 -0.4 0.1
H 1.8054 0.4633 -6.8653 0.3 -0.2 0.6
H 2.0247 -3.0653 -6.4227 -0.3 0.0 0.1
H 1.5355 -1.5798 -7.2604 0.0 -0.2 0.2
H 0.3984 -2.3435 -6.1155 0.2 -0.2 -0.1
B 3.1437 2.7112 2.0273 0.4 -0.2 -0.2
C 2.4504 2.5064 0.6096 -0.6 -0.1 -1.0
N 1.9495 2.3962 -0.4417 0.6 0.0 1.2
H 4.2521 2.1839 1.9657 -0.2 0.1 0.0
H 2.4929 2.2207 2.9225 -0.2 -0.1 -0.1
H 3.2212 3.9025 2.1498 0.1 0.2 0.1
```
Positions in Å, forces in eV/Å.

How is the electron density shared among the atoms? According to Löwdin, the charges in e are:
1 Au 0.62
2 C -0.16
3 C -0.22
4 C -0.17
5 C -0.14
6 C -0.42
7 C -0.03
8 H 0.08
9 H 0.06
10 H 0.12
11 C 0.00
12 H 0.08
13 H 0.07
14 H 0.10
15 C 0.01
16 H 0.12
17 H 0.08
18 H 0.08
19 C -0.09
20 H 0.10
21 H 0.07
22 H 0.07
23 C -0.03
24 H 0.13
25 H 0.08
26 H 0.09
27 C -0.09
28 C -0.10
29 C -0.17
30 C -0.16
31 C -0.24
32 C -0.35
33 C -0.19
34 C -0.20
35 H 0.12
36 H 0.11
37 H 0.08
38 H 0.08
39 H 0.13
40 H 0.11
41 H 0.11
42 H 0.06
43 H 0.07
44 H 0.11
45 H 0.12
46 H 0.12
47 P 0.86
48 C -0.15
49 C -0.17
50 P 0.83
51 C -0.45
52 C -0.29
53 C -0.28
54 H 0.08
55 H 0.07
56 H 0.07
57 H 0.08
58 H 0.08
59 H 0.05
60 H 0.05
61 H 0.05
62 H 0.05
63 H 0.08
64 H 0.06
65 H 0.05
66 H 0.04
67 H 0.04
68 B -0.46
69 C -0.29
70 N 0.09
71 H 0.01
72 H -0.01
73 H 0.00

---

Which of these has the lowest net charge? C41H41N12O2Rb